Density functional theory data (ωB97M-V/def2-TZVPD) for C14H15CdF6N4O10S2 as an isolated structure.

Last column: Mulliken charge in e.
Positions of all 52 atoms, in Å:
Cd (0.335, 0.154, 0.659)  2.54
O (2.767, 0.223, -0.172)  -0.53
C (3.588, 0.399, 0.983)  -0.70
C (3.248, -0.611, 2.062)  -1.03
N (1.840, -0.508, 2.450)  0.88
C (1.277, -1.827, 2.747)  -0.74
C (1.147, -2.699, 1.480)  0.23
O (1.212, -3.913, 1.608)  -0.75
O (0.998, -2.058, 0.372)  -0.55
C (1.626, 0.443, 3.538)  -0.71
C (0.193, 1.012, 3.610)  0.15
O (-0.113, 1.565, 4.659)  -0.74
O (-0.523, 0.885, 2.561)  -0.60
H (2.625, -0.728, -0.313)  0.30
H (3.407, 1.416, 1.337)  0.37
H (4.647, 0.319, 0.718)  0.37
H (3.914, -0.487, 2.926)  0.37
H (3.425, -1.614, 1.663)  0.47
H (0.271, -1.689, 3.153)  0.42
H (1.870, -2.368, 3.492)  0.33
H (2.273, 1.312, 3.381)  0.38
H (1.885, 0.016, 4.514)  0.30
F (-4.958, 1.285, -1.499)  -0.22
C (-4.003, 0.387, -1.259)  0.48
F (-3.231, 0.288, -2.345)  -0.16
F (-4.579, -0.796, -1.043)  -0.21
S (-3.005, 0.845, 0.220)  1.06
O (-2.013, -0.210, 0.250)  -0.86
O (-3.935, 0.918, 1.296)  -0.61
N (-2.498, 2.233, -0.286)  -0.45
S (-1.252, 3.129, -0.049)  0.94
O (-1.236, 4.200, -0.998)  -0.67
O (0.009, 2.417, 0.109)  -0.93
C (-1.541, 3.941, 1.605)  0.60
F (-2.264, 3.184, 2.404)  -0.19
F (-0.365, 4.207, 2.172)  -0.22
F (-2.187, 5.097, 1.411)  -0.24
N (-0.546, -3.982, -2.960)  -0.26
C (-0.775, -3.016, -3.884)  0.37
O (-1.173, -3.266, -5.008)  -0.68
C (-0.469, -1.610, -3.461)  0.27
C (-0.407, -0.605, -4.417)  -0.37
C (-0.094, 0.680, -4.015)  -0.92
C (0.160, 0.919, -2.671)  -0.52
N (0.087, -0.039, -1.750)  0.64
C (-0.241, -1.272, -2.139)  -0.60
H (-0.734, -4.932, -3.227)  0.22
H (-0.130, -3.802, -2.062)  0.20
H (-0.608, -0.854, -5.451)  0.48
H (-0.042, 1.495, -4.724)  0.44
H (0.425, 1.906, -2.315)  0.54
H (-0.309, -1.992, -1.336)  0.13

## Properties
charge: -1
energy relative to the best compared isomer or geometry (same formula, charge and spin): 0.365 eV
HOMO: -6.41 eV
max |F|: 0.22 eV Å⁻¹